C24H13CdCl5N3O3 as an isolated structure. Source: OMol25; level of theory: ωB97M-V/def2-TZVPD.

Calculated values
**Energy relative to the best compared isomer or geometry (same formula, charge and spin)**: 0.220 eV
**Charge**: -1
**Lowest unoccupied orbital energy**: 0.073 Ha
**Energy**: -3781.17226 Eh
**HOMO**: -5.1 eV

Geometry (Å):
Cd -0.59533 -0.96664 -0.25779
C -0.62088 -1.56230 3.15581
O 0.21762 -1.08212 2.11942
C 1.55991 -1.03774 2.31487
C 2.14287 -1.25135 3.55852
C 3.52152 -1.18560 3.70294
C 4.32135 -0.91267 2.60626
C 3.73609 -0.70199 1.36715
C 2.36006 -0.75350 1.20043
N 1.72071 -0.54970 -0.07414
N 2.52312 -0.12409 -0.94374
C 2.19156 0.14341 -2.24479
C 0.91323 0.03503 -2.86250
O -0.18194 -0.30038 -2.32146
C 0.83412 0.35911 -4.27995
C 1.89705 0.76289 -4.99357
C 3.19118 0.90800 -4.38998
C 4.28611 1.35187 -5.15041
C 5.52681 1.50357 -4.58466
C 5.68020 1.20682 -3.22274
C 4.62114 0.77268 -2.46444
C 3.33488 0.60392 -3.02393
H -0.30968 -2.55819 3.47696
H -0.62255 -0.87224 4.00263
H -1.61873 -1.61670 2.72923
H 1.52192 -1.46662 4.41543
H 3.96380 -1.35362 4.67664
H 5.39804 -0.86864 2.70483
H 4.34275 -0.49985 0.49771
H -0.15008 0.25414 -4.71754
H 1.79239 0.99502 -6.04844
H 4.12591 1.57594 -6.19944
H 6.36656 1.84775 -5.17403
H 6.65022 1.32341 -2.75371
H 4.76366 0.56086 -1.41659
Cl -5.21093 4.93711 -0.60201
C -3.92765 3.81631 -0.30573
C -4.18502 2.45422 -0.20124
Cl -5.80603 1.87207 -0.35920
C -3.15094 1.56122 0.03486
Cl -3.47245 -0.13628 0.19212
C -1.80085 1.96213 0.16877
O -0.83760 1.15985 0.38904
C -1.57937 3.36493 0.06177
Cl 0.05144 3.90211 0.22529
C -2.61044 4.25691 -0.16543
Cl -2.26820 5.94932 -0.28289
N -1.44683 -4.16802 0.12058
C -1.18955 -3.05190 -0.03156

Atoms 1-2, force components in eV/Å:
0.2 0.1 0.0
0.0 0.0 0.0

***

C24H15Br2N7O2Pd as an isolated structure. Source: OMol25; level of theory: ωB97M-V/def2-TZVPD.

Calculated values
**Charge**: +2
**Lowest unoccupied orbital energy (alpha / beta)**: -0.235 / -0.340 Ha
**2S+1**: 5
**Energy**: -6732.65586 Eh
**HOMO (alpha / beta)**: -14.1 / -14.1 eV

Geometry (Å):
Pd 1.06178 0.89752 0.39367
C 0.21116 -0.04941 3.58017
C 1.55278 -0.54775 3.15494
C 2.38827 -1.21896 4.06939
C 3.61089 -1.68613 3.67773
C 4.02889 -1.49552 2.34517
C 5.28134 -1.95582 1.80280
Br 6.48359 -2.85578 2.87472
C 5.61213 -1.74491 0.46996
C 4.75167 -1.07526 -0.37990
Br 5.19716 -0.80028 -2.15128
C 3.49916 -0.57414 0.10101
O 2.70314 0.05514 -0.64931
C 3.15865 -0.81944 1.49738
N 1.94730 -0.36075 1.90297
H 0.30752 0.62777 4.42928
H -0.41220 -0.88615 3.90069
H -0.30663 0.46253 2.77013
H 2.04585 -1.35670 5.08590
H 4.25358 -2.19960 4.37962
H 6.55735 -2.11016 0.09317
N -8.75908 -0.78365 -3.37423
C -7.69771 -0.82559 -2.93932
C -6.36355 -0.88088 -2.40000
C -5.47779 -1.85562 -2.85276
C -4.18891 -1.90276 -2.35020
C -3.81075 -0.97966 -1.38868
C -4.68462 -0.01433 -0.91624
C -5.96780 0.03890 -1.43372
N -2.46994 -1.02702 -0.87276
C -1.77651 -2.16207 -0.51490
C -0.56060 -1.74651 -0.08017
N -0.49254 -0.37608 -0.20132
C -1.66010 0.02383 -0.68005
H -5.79628 -2.56434 -3.60421
H -3.48753 -2.63714 -2.72274
H -4.38473 0.67124 -0.13479
H -6.66942 0.78079 -1.07892
H -2.21938 -3.14041 -0.57396
H 0.26488 -2.33085 0.28700
H -1.92738 1.03447 -0.93728
N 0.34085 4.08490 -2.71515
C 0.79086 3.47250 -1.63186
O 0.31072 2.43076 -1.17211
C 1.95561 4.12540 -0.93622
C 2.53414 5.31856 -1.35087
N 3.00188 6.32324 -1.68808
C 2.39997 3.39132 0.18286
N 2.55496 2.60583 1.01563
H 0.74077 4.94264 -3.06526
H -0.43341 3.67634 -3.21792

Atoms 1-2, force components in eV/Å:
-0.2 0.1 -0.1
0.0 0.0 0.0